A structure of composition C27H29BaN7O2S. Source: the OMol25 dataset; level of theory: wB97M-V/def2-TZVPD.

Each line ends with the Löwdin charge.
CARTESIAN COORDINATES (ANGSTROEM)
Ba -0.03 -0.04 0.11  1.75
N 1.81 -2.24 3.56  0.05
C 1.92 -1.42 2.47  -0.95
S 1.96 -2.23 0.91  0.35
N 1.95 -0.14 2.75  -0.03
N 2.28 0.68 1.69  -0.13
C 1.92 1.90 1.80  -0.16
C 1.06 2.51 2.84  -0.18
C 1.55 3.22 3.93  -0.06
C 0.69 3.80 4.85  -0.12
C -0.68 3.67 4.65  -0.11
C -1.19 2.98 3.57  -0.03
C -0.34 2.38 2.63  -0.42
O -0.79 1.71 1.59  -0.47
H 1.49 -3.18 3.41  0.06
H 1.64 -1.79 4.44  0.09
H 2.24 2.53 0.97  0.12
H 2.62 3.30 4.06  0.11
H 1.08 4.34 5.70  0.09
H -1.37 4.13 5.36  0.09
H -2.26 2.89 3.42  0.10
N -2.34 1.23 -1.95  0.08
C -2.75 0.39 -3.00  -0.25
C -3.92 0.57 -3.68  -0.02
C -4.31 -0.33 -4.70  -0.07
C -3.52 -1.38 -5.05  -0.04
C -2.30 -1.60 -4.35  -0.15
C -1.43 -2.68 -4.63  0.00
C -0.30 -2.86 -3.89  -0.03
C -0.04 -1.95 -2.84  -0.14
N -0.81 -0.93 -2.57  -0.01
C -1.93 -0.73 -3.32  -0.17
H -2.93 2.04 -1.82  0.10
H -1.38 1.53 -2.05  0.05
H -4.56 1.41 -3.44  0.11
H -5.24 -0.16 -5.22  0.11
H -3.80 -2.06 -5.84  0.11
H -1.68 -3.37 -5.43  0.12
H 0.37 -3.68 -4.07  0.11
H 0.83 -2.09 -2.21  0.09
C 6.13 1.93 0.81  -0.06
C 5.47 0.57 0.61  -0.20
N 5.97 -0.11 -0.59  -0.05
C 7.18 -0.93 -0.41  -0.20
C 6.82 -2.38 -0.15  -0.06
C 5.51 0.05 -1.84  -0.42
O 6.06 -0.42 -2.83  0.06
C 4.23 0.81 -2.06  -0.10
C 4.19 1.80 -3.03  0.01
C 2.98 2.41 -3.33  -0.04
C 1.85 1.99 -2.65  -0.14
N 1.86 1.03 -1.73  -0.06
C 3.03 0.46 -1.44  -0.13
H 5.77 2.38 1.74  0.08
H 5.88 2.60 -0.01  0.07
H 7.21 1.85 0.86  0.07
H 4.39 0.67 0.58  0.07
H 5.68 -0.09 1.46  0.13
H 7.74 -0.51 0.43  0.12
H 7.79 -0.84 -1.31  0.12
H 6.17 -2.48 0.72  0.07
H 7.72 -2.97 0.02  0.07
H 6.30 -2.80 -1.01  0.08
H 5.10 2.06 -3.56  0.13
H 2.91 3.19 -4.07  0.11
H 0.89 2.45 -2.87  0.10
H 3.01 -0.33 -0.69  0.03

Its HOMO-LUMO gap is 6.4 eV. As for the HOMO energy: -0.256 hartree. The energy above the lowest of the compared OMol25 structures with the same formula, charge and spin comes out at 0.169 eV. The total energy comes out at -54527.491 eV.